Entry 1:
A cluster of 6 separate species, C20H32O18 in total in a non-equilibrium geometry, computed with ωB97M-V/def2-TZVPD.

Values from the calculation:
SMILES	CCOC(=O)OC.CCOC(=O)OC.O=C1OCCO1.O=C1OCCO1.O=C1OCCO1.O=C1OCCO1
HOMO energy	-10.57	eV
energy relative to the best compared isomer or geometry (same formula, charge and spin)	95.84	kJ/mol

```
! wB97M-V def2-TZVPD RIJCOSX def2/J DEFGRID3
* xyz 0 1
O 13.487 -14.366 -21.707
O 16.602 -7.867 -19.424
O 14.158 -16.189 -20.532
O 20.595 -3.686 -9.310
O 19.159 -9.371 -9.949
O 18.641 -5.007 -8.624
O 21.902 -10.860 -19.464
O 21.906 -1.366 -16.730
O 19.487 -4.942 -10.762
O 19.747 -9.798 -12.146
O 17.960 -7.895 -17.560
O 20.677 -11.023 -10.579
O 23.679 -2.251 -17.546
O 14.883 -14.253 -19.776
O 20.943 -11.390 -21.414
O 22.518 -3.546 -16.098
O 22.400 -12.825 -20.281
O 18.569 -6.783 -19.349
C 13.514 -17.095 -21.451
C 23.190 -12.751 -19.102
C 19.457 -4.567 -9.519
C 19.736 -10.076 -10.801
C 17.599 -7.494 -18.800
C 25.756 -2.180 -18.619
C 20.741 -10.469 -12.747
C 13.243 -18.534 -20.696
C 20.739 -1.308 -15.942
C 20.571 -4.464 -11.565
C 21.083 -11.614 -11.800
C 22.617 -11.532 -18.387
C 22.678 -2.475 -16.758
C 19.209 -7.320 -17.196
C 24.788 -3.115 -17.744
C 15.073 -12.819 -19.831
C 19.555 -6.422 -18.397
C 21.678 -11.650 -20.448
C 21.435 -3.706 -10.533
C 14.081 -14.870 -20.740
H 21.894 -2.777 -10.870
H 19.911 -8.145 -17.071
H 24.707 -4.068 -18.265
H 22.337 -4.296 -10.369
H 25.288 -3.343 -16.803
H 15.699 -12.471 -20.653
H 20.598 -12.579 -11.950
H 14.043 -12.505 -19.999
H 21.210 -5.216 -12.026
H 19.179 -6.750 -16.267
H 14.092 -17.175 -22.371
H 23.405 -10.883 -18.005
H 25.806 -1.168 -18.219
H 26.756 -2.604 -18.526
H 20.120 -3.803 -12.305
H 19.507 -5.340 -18.277
H 24.263 -12.643 -19.261
H 25.473 -2.112 -19.669
H 22.952 -13.657 -18.544
H 20.527 -6.656 -18.830
H 20.440 -11.023 -13.635
H 14.186 -18.999 -20.411
H 20.174 -0.385 -16.073
H 12.449 -18.546 -19.948
H 21.616 -9.868 -12.996
H 12.900 -19.295 -21.397
H 15.398 -12.316 -18.920
H 12.546 -16.680 -21.731
H 20.039 -2.098 -16.214
H 22.165 -11.742 -11.772
H 21.931 -11.889 -17.618
H 20.910 -1.325 -14.865
*
```

---

Entry 2:
A structure of composition C18H30As2BCoF4N2O8, computed with ωB97M-V/def2-TZVPD.

Values from the calculation:
HOMO energy (spin up / spin down)	-12.23 / -12.07	eV
energy relative to the best compared isomer or geometry (same formula, charge and spin)	50.96	kJ/mol
expectation value of S²	1.017

```
! wB97M-V def2-TZVPD RIJCOSX def2/J DEFGRID3
* xyz 1 2
As -0.446 4.300 -3.800
As -0.801 2.500 -0.351
Co -0.014 0.214 -0.331
F 4.183 -0.015 0.259
F 1.919 -0.252 -0.095
F 3.040 1.495 -1.077
F 3.395 -0.660 -1.821
O 0.794 5.237 0.087
O -0.026 6.553 -1.529
O -4.511 3.636 -0.509
O 0.366 0.716 -2.219
O -3.898 3.311 -4.224
O 1.583 2.064 -3.505
O -3.684 5.412 -3.605
O -3.551 1.670 -0.487
N -0.089 -0.055 1.624
N -0.709 -1.589 -1.119
C -2.209 -1.378 1.453
C 0.489 4.304 -2.084
C -4.448 5.082 -0.529
C 1.943 0.930 -4.345
C -0.800 6.155 -4.249
C -0.031 7.650 -0.590
C -3.457 1.940 -4.136
C -2.090 -2.667 0.638
C 0.440 5.406 -1.051
C -3.507 2.835 -0.815
C -2.231 3.314 -1.483
C -1.006 3.504 1.282
C 0.829 1.848 -2.483
C 0.547 3.044 -1.626
C -0.841 -2.759 -0.220
C -0.952 -1.093 2.272
C -2.117 3.891 -2.676
C -3.314 4.277 -3.509
B 3.251 0.163 -0.716
H -1.291 4.534 1.094
H 2.522 0.227 -3.755
H 0.042 -1.759 -1.783
H -4.969 5.454 -1.401
H -1.512 6.627 -3.583
H -0.463 8.488 -1.124
H -0.350 -1.995 2.375
H -4.106 1.391 -4.807
H -2.398 -0.526 0.794
H 0.985 7.873 -0.274
H -1.204 -0.763 3.277
H -0.370 0.850 1.987
H 2.536 1.356 -5.144
H -1.185 6.152 -5.267
H -0.629 7.398 0.281
H 0.153 6.679 -4.225
H -0.061 3.496 1.821
H -4.956 5.405 0.374
H -2.424 1.842 -4.467
H -1.784 2.991 1.847
H -1.556 -1.483 -1.668
H 0.886 -0.177 1.891
H -2.081 -3.528 1.311
H -3.421 5.436 -0.532
H -2.981 -2.775 0.012
H 0.063 -2.794 0.389
H -3.566 1.552 -3.126
H -3.080 -1.455 2.103
H -0.875 -3.685 -0.794
H 1.043 0.464 -4.736
*
```

---

Entry 3:
A cluster of 5 separate species, C6H22N4O5 in total in a non-equilibrium geometry, computed with ωB97M-V/def2-TZVPD.

Values from the calculation:
SMILES	NC(N)=O.NC(N)=O.CCO.CO.CO
HOMO energy	-8.83	eV
energy relative to the best compared isomer or geometry (same formula, charge and spin)	0.00	kJ/mol

```
! wB97M-V def2-TZVPD RIJCOSX def2/J DEFGRID3
* xyz 0 1
O 6.701 -20.039 -15.782
O 6.902 -15.746 -15.509
O 13.189 -14.659 -15.823
O 11.197 -18.064 -14.937
O 10.311 -18.707 -12.484
N 12.167 -13.302 -14.264
N 11.426 -15.395 -14.353
N 8.410 -16.613 -14.008
N 9.166 -15.050 -15.470
C 8.853 -20.573 -12.906
C 12.264 -14.439 -14.818
C 6.123 -18.922 -16.327
C 10.175 -18.809 -15.685
C 8.173 -15.754 -14.991
C 9.951 -20.001 -11.967
H 10.446 -18.116 -11.769
H 6.641 -18.026 -15.936
H 10.181 -15.158 -15.216
H 9.184 -17.253 -14.132
H 6.150 -20.295 -15.078
H 9.068 -14.653 -16.406
H 7.560 -17.098 -13.599
H 11.108 -18.399 -14.052
H 11.340 -13.042 -13.723
H 9.592 -19.983 -10.976
H 8.564 -21.429 -12.366
H 10.821 -20.710 -11.955
H 12.719 -12.492 -14.731
H 10.766 -15.112 -13.557
H 11.473 -16.389 -14.611
H 8.128 -19.885 -13.202
H 9.137 -18.422 -15.591
H 6.185 -18.857 -17.419
H 9.319 -21.059 -13.773
H 10.429 -18.743 -16.741
H 10.296 -19.833 -15.427
H 5.076 -18.768 -16.055
*
```

---

Entry 4:
A structure of composition C33H49AsMnN4O2P3S2, computed with ωB97M-V/def2-TZVPD.

Values from the calculation:
HOMO energy (spin up / spin down)	-14.58 / -14.93	eV
energy relative to the best compared isomer or geometry (same formula, charge and spin)	0.00	kJ/mol
expectation value of S²	8.755

```
! wB97M-V def2-TZVPD RIJCOSX def2/J DEFGRID3
* xyz 3 6
As 4.346 0.425 -0.709
Mn -0.080 0.479 -0.536
S 2.359 1.080 -1.149
S -0.401 1.681 -3.144
P -0.860 -2.081 -0.510
P -2.188 3.234 -0.404
P 0.630 -0.129 1.894
O -1.373 1.984 -0.213
O -3.431 3.292 -1.227
N -4.216 4.120 1.165
N -1.500 4.678 -2.560
N 1.516 0.388 -4.418
N 0.052 1.532 -5.751
C -3.919 -5.233 0.829
C 5.493 1.166 -2.058
C -3.057 -1.014 4.506
C -3.288 -4.427 1.766
C -3.197 -0.390 3.275
C -2.104 -3.299 -0.006
C 3.250 1.720 4.486
C -0.131 -2.838 -3.159
C -2.214 -1.372 -4.274
C -1.993 -1.337 -2.906
C 1.113 -2.938 1.328
C 4.930 1.100 0.990
C 0.757 -2.888 -0.162
C -2.762 3.737 1.287
C -2.075 -0.129 2.500
C -2.390 -3.456 1.352
C 2.532 0.734 3.823
C 0.452 1.168 -4.536
C 1.480 2.419 2.475
C 4.635 -1.480 -0.740
C 3.082 3.055 4.147
C 2.194 3.405 3.139
C -0.674 -1.106 4.192
C -1.074 4.519 -1.132
C 1.651 -1.650 1.955
C -3.651 -5.069 -0.523
C -0.956 -2.072 -2.332
C -2.747 -4.106 -0.944
C -0.339 -2.857 -4.531
C -0.805 -0.490 2.948
C -1.795 -1.370 4.965
C 1.635 1.075 2.810
C -1.384 -2.130 -5.089
H 1.855 0.171 -3.491
H -1.156 5.480 -0.625
H -2.657 -0.754 -2.274
H -0.036 4.192 -1.122
H -1.564 -2.176 -6.155
H 1.957 -0.037 -5.218
H 4.300 -1.928 0.192
H -4.521 3.809 0.218
H -3.930 -1.227 5.108
H -4.622 -5.989 1.151
H 0.725 -3.908 -0.551
H -2.517 4.511 -2.621
H 0.303 -1.379 4.573
H 3.640 3.821 4.668
H -1.265 5.592 -2.947
H -3.498 -4.552 2.820
H -2.193 0.327 1.522
H 1.892 -3.693 1.456
H 0.801 2.692 1.672
H 2.680 -0.296 4.119
H 1.521 -2.340 -0.725
H -2.207 4.550 1.751
H -0.817 2.026 -5.860
H 3.937 1.444 5.276
H 5.703 -1.660 -0.857
H 2.603 -1.369 1.497
H -4.147 -5.694 -1.253
H -2.547 -3.993 -2.001
H -1.039 3.919 -3.113
H 2.068 4.446 2.872
H 0.525 1.223 -6.586
H -4.796 3.679 1.880
H 5.981 0.857 1.140
H 0.659 -3.446 -2.738
H 5.557 2.241 -1.909
H 6.482 0.718 -1.976
H -3.038 -0.817 -4.703
H 1.870 -1.860 3.004
H 4.097 -1.918 -1.579
H 5.067 0.959 -3.037
H 4.791 2.180 0.989
H 0.292 -3.469 -5.162
H -4.366 5.128 1.233
H -1.921 -2.819 2.092
H 0.264 -3.307 1.908
H -2.686 2.861 1.930
H -1.685 -1.852 5.927
H 4.322 0.660 1.779
H -4.183 -0.132 2.908
*
```

---

Entry 5:
A structure of composition C31H53N3O21S3Ti in a non-equilibrium geometry, computed with ωB97M-V/def2-TZVPD.

Values from the calculation:
HOMO energy (spin up / spin down)	-2.03 / -5.91	eV
expectation value of S²	3.753

```
! wB97M-V def2-TZVPD RIJCOSX def2/J DEFGRID3
* xyz -1 4
Ti -0.362 -0.432 0.717
S -1.462 -3.883 0.307
S 0.682 0.706 3.049
S -1.990 2.231 -1.406
O -3.874 1.363 3.255
O 1.949 1.464 3.097
O -4.724 0.326 1.572
O 0.958 -0.620 2.510
O -1.649 -2.431 0.727
O 0.058 -1.718 -4.852
O 0.759 -4.023 5.144
O 3.331 4.624 -2.169
O 0.169 0.543 4.407
O -0.291 1.332 2.188
O -0.267 -1.637 -2.713
O -1.921 0.830 -0.778
O -0.970 5.734 2.577
O 0.975 -3.302 -3.403
O 0.983 6.340 3.658
O -5.396 2.430 2.049
O 3.486 2.853 -0.761
O 2.237 -5.286 6.199
O 2.544 4.651 -0.040
O -0.270 4.489 4.226
O 2.979 -3.571 4.862
N 4.995 -2.309 -3.295
N -4.486 -1.452 -5.336
N 1.708 -0.492 -0.766
C -4.401 -1.691 -1.488
C -1.646 -4.822 1.881
C 2.799 -0.662 -0.411
C 4.129 -0.773 0.041
C -1.691 4.465 2.464
C -1.432 3.849 3.824
C 2.697 1.709 -5.027
C 2.028 -4.354 5.446
C 2.355 3.817 1.029
C -0.806 -0.412 -3.188
C -0.443 3.155 -1.082
C 4.178 -3.420 0.018
C 4.477 -1.518 -3.995
C 3.790 -0.532 -4.938
C -4.723 -0.790 -4.427
C 4.614 -2.141 0.588
C 3.166 0.623 -4.079
C 0.285 -2.324 -3.604
C -3.686 -0.414 2.033
C 0.346 -4.177 0.111
C 2.934 2.504 0.491
C 3.101 4.071 -1.115
C -5.395 -0.624 -1.987
C -0.040 5.588 3.485
C -0.726 -0.568 -4.727
C -5.026 0.057 -3.323
C -3.172 3.263 -0.498
C -4.727 1.427 2.262
C -3.358 0.118 3.375
C 2.344 -2.768 3.930
C 0.908 -3.013 4.184
H -4.149 0.649 -3.063
H -3.808 -0.406 4.218
H 3.932 1.051 -3.431
H 0.680 -3.495 -0.670
H -1.265 3.810 1.705
H -1.169 2.792 3.801
H 0.321 -3.165 3.278
H 1.331 3.777 1.399
H 0.796 -3.947 1.077
H -0.820 -4.679 2.578
H -2.234 4.122 4.509
H -0.204 0.461 -2.935
H -3.060 4.339 -0.632
H 4.464 -0.228 -5.739
H -4.030 -1.441 2.159
H 4.331 0.103 0.657
H -2.275 0.134 3.496
H 3.560 1.903 -5.664
H 2.585 -3.112 2.924
H -3.467 -1.282 -1.104
H 2.447 0.340 -3.311
H 4.222 -3.362 -1.069
H -0.096 3.026 -0.057
H 3.037 -1.031 -5.547
H 2.985 4.141 1.857
H 2.149 1.761 0.635
H -5.525 0.115 -1.197
H 0.600 -2.024 4.523
H -6.342 -1.132 -2.169
H 3.188 -3.701 0.377
H -1.627 -0.707 -5.324
H -4.181 2.952 -0.768
H -2.566 -4.413 2.299
H 4.876 -4.179 0.372
H -4.756 -2.196 -0.590
H 0.537 -5.212 -0.174
H 2.027 1.170 -5.697
H -2.878 -0.387 1.302
H 4.757 -0.560 -0.824
H -0.406 4.225 -1.286
H 3.678 2.289 1.258
H -4.171 -2.444 -2.242
H 2.667 -1.727 3.936
H 5.676 -2.038 0.811
H 4.063 -2.155 1.529
H -2.757 4.444 2.236
H -5.747 0.774 -3.718
H -1.798 -5.888 1.715
H -1.845 -0.412 -2.859
H 0.288 2.558 -1.628
H -3.060 3.087 0.572
H 2.169 2.610 -4.711
H -0.160 0.280 -5.112
*
```

---

Entry 6:
A structure of composition C15H20N5O4PdS3 in a non-equilibrium geometry, computed with ωB97M-V/def2-TZVPD.

Values from the calculation:
HOMO energy	-2.88	eV

```
! wB97M-V def2-TZVPD RIJCOSX def2/J DEFGRID3
* xyz -1 1
Pd -0.216 0.921 0.234
S 1.496 -0.850 -0.654
S 2.255 1.547 1.590
S -0.557 -0.769 2.334
O -5.928 -4.355 -4.193
O -5.172 -4.210 -2.189
O -1.202 0.637 -2.591
O -1.940 -0.766 -0.985
N -0.987 3.911 -0.620
N -0.142 4.693 -2.583
N 0.894 2.859 -1.578
N -5.228 -3.833 -3.341
N -1.396 2.569 1.428
C -1.889 -0.303 -2.150
C -3.594 -2.069 -2.794
C -2.808 -0.990 -3.171
C 1.966 0.499 3.052
C 3.092 -0.809 0.214
C -4.459 -2.249 -5.053
C -4.402 -2.683 -3.737
C -1.089 3.037 0.389
C -0.093 3.770 -1.561
C 0.528 -2.105 1.744
C -3.675 -1.170 -5.422
C 0.496 0.287 3.393
C 0.622 -2.184 0.222
C -2.854 -0.548 -4.486
C 3.498 0.592 0.691
H 0.613 1.977 -0.991
H 3.854 -1.172 -0.478
H -3.566 -2.415 -1.771
H -3.704 -0.815 -6.445
H 4.404 0.528 1.296
H 1.069 -3.140 -0.065
H 1.499 -2.013 2.226
H -0.035 1.240 3.357
H -0.380 -2.108 -0.207
H 0.206 4.375 -3.471
H 0.440 -0.110 4.409
H 2.493 -0.444 2.910
H 0.091 -3.043 2.089
H -2.228 0.293 -4.754
H 3.716 1.226 -0.171
H -1.022 5.180 -2.626
H 2.429 1.002 3.901
H 3.053 -1.507 1.049
H -5.107 -2.753 -5.754
H 1.298 2.650 -2.479
*
```

---

Entry 7:
The molecule C11H22N6O4 in a non-equilibrium geometry, computed with ωB97M-V/def2-TZVPD.

Values from the calculation:
SMILES	[H]/N=C(/N)NCCC[C@H](N)C(=O)N[C@@H](CCC(N)=O)C(=O)O
HOMO energy	-8.61	eV
energy relative to the best compared isomer or geometry (same formula, charge and spin)	132.24	kJ/mol

```
! wB97M-V def2-TZVPD RIJCOSX def2/J DEFGRID3
* xyz 0 1
O -3.289 1.870 0.153
O -2.803 0.594 1.915
O 0.523 -1.993 0.881
O -6.325 -0.566 0.971
N -1.610 -1.316 0.375
N 6.249 1.505 -0.468
N 0.364 1.164 0.161
N 5.248 -0.219 0.743
N 7.608 0.002 0.628
N -6.318 1.451 -0.081
C 6.430 0.409 0.356
C -0.227 -1.234 0.281
C 1.813 -0.418 -0.970
C -2.648 -0.457 -0.243
C -2.954 0.803 0.577
C 4.239 -0.381 -0.299
C -5.912 0.126 0.064
C 2.801 -0.354 0.226
C -5.072 -0.424 -1.053
C 0.393 -0.099 -0.543
C -3.921 -1.313 -0.520
H -4.772 0.277 -1.794
H -0.201 0.074 -1.437
H -3.678 -2.070 -1.306
H 2.566 0.571 0.780
H -6.718 1.745 0.811
H -1.827 -1.959 1.200
H 5.431 2.038 -0.110
H 4.383 0.385 -1.071
H -5.727 -1.107 -1.637
H 7.119 1.996 -0.600
H 2.125 0.357 -1.604
H -2.206 -0.100 -1.167
H -4.168 -1.785 0.410
H -0.552 1.617 0.066
H 0.504 0.985 1.175
H 1.882 -1.389 -1.507
H 4.367 -1.280 -0.838
H -5.575 2.131 -0.367
H 7.591 -0.823 1.192
H 2.667 -1.196 0.949
H -3.158 1.370 2.330
H 5.357 -0.986 1.372
*
```